Entry 1:
Here is one molecule with the formula C32H41NO3 from OMol25. Energies are from wB97M-V/def2-TZVPD.

Output
SMILES = CCO/C(O[C@H](c1ccc(C)cc1)c1c(C)[nH]c2ccccc12)=C1\CCCCCCCCCCC1=O
maximum force = 0.096 Eh/bohr
2S+1 = 1
E_tot = -41478.9257 eV

```
77
C32H41NO3 | OMol25 | wB97M-V/def2-TZVPD
C -3.783 -2.070 -1.287
C -2.396 -2.235 -0.764
O -2.366 -1.705 0.673
C -1.469 -0.795 0.966
O -0.263 -1.153 1.421
C 0.565 -1.103 0.212
C 0.549 -2.583 -0.265
C 0.656 -3.588 0.701
C 0.695 -4.932 0.358
C 0.595 -5.329 -0.986
C 0.595 -6.786 -1.373
C 0.520 -4.325 -1.960
C 0.579 -2.971 -1.615
C 1.990 -0.893 0.626
C 3.080 -0.373 -0.112
C 3.214 -0.060 -1.549
N 4.153 -0.224 0.715
C 3.837 -0.647 2.003
C 4.523 -0.464 3.197
C 3.859 -0.800 4.391
C 2.534 -1.271 4.370
C 1.845 -1.437 3.168
C 2.487 -1.110 1.977
C -1.509 0.504 0.426
C -3.007 0.927 0.320
C -3.645 1.437 -0.958
C -3.686 2.976 -1.141
C -2.520 3.459 -2.007
C -2.090 4.914 -1.782
C -1.110 5.060 -0.620
C 0.294 4.527 -0.977
C 1.113 3.966 0.197
C 1.292 2.422 0.176
C 0.651 1.770 1.379
C -0.839 1.595 1.201
O -1.549 2.477 1.736
H -3.797 -2.546 -2.270
H -4.494 -2.588 -0.642
H -4.039 -1.011 -1.380
H -2.124 -3.283 -0.628
H -1.671 -1.695 -1.394
H 0.257 -0.337 -0.518
H 0.763 -3.311 1.756
H 0.805 -5.677 1.148
H -0.167 -7.003 -2.131
H 1.561 -7.107 -1.781
H 0.383 -7.446 -0.517
H 0.447 -4.598 -3.019
H 0.594 -2.185 -2.378
H 2.908 -0.923 -2.153
H 2.584 0.797 -1.815
H 4.262 0.190 -1.781
H 5.040 0.183 0.422
H 5.540 -0.069 3.169
H 4.374 -0.707 5.354
H 2.003 -1.496 5.291
H 0.817 -1.759 3.139
H -3.620 0.078 0.656
H -3.106 1.717 1.093
H -4.703 1.117 -0.937
H -3.178 0.973 -1.840
H -3.707 3.492 -0.168
H -4.626 3.243 -1.658
H -2.808 3.333 -3.062
H -1.670 2.779 -1.858
H -2.969 5.538 -1.588
H -1.617 5.272 -2.706
H -1.492 4.553 0.283
H -1.005 6.128 -0.379
H 0.862 5.377 -1.391
H 0.233 3.778 -1.785
H 0.682 4.267 1.164
H 2.120 4.410 0.150
H 2.365 2.190 0.164
H 0.883 1.972 -0.740
H 0.833 2.372 2.287
H 1.080 0.801 1.629
```



Entry 2:
Here is C15H26GaN6O7 as an isolated structure from OMol25. Energies are from wB97M-V/def2-TZVPD.

Output
total charge = +1
maximum force = 0.094 Eh/bohr
2S+1 = 1
E_tot = -91612.1480 eV

```
55
C15H26GaN6O7 | OMol25 | wB97M-V/def2-TZVPD
O -1.804 -1.536 -3.619
H -2.413 -1.469 -4.394
Ga -0.987 -0.412 -0.532
N -0.782 1.220 -1.722
N 0.821 -0.690 -1.608
N -2.127 -0.251 1.055
N -0.204 -1.707 0.842
O -1.429 2.256 -1.484
O -3.335 0.415 1.023
O 0.929 -2.462 0.730
O 1.783 -1.566 -1.455
C 1.023 0.152 -2.655
C 0.059 1.149 -2.779
C -1.930 -0.943 2.189
C -0.802 -1.783 2.050
C 0.000 2.174 -3.828
H -0.598 1.798 -4.668
H 0.995 2.362 -4.219
H -0.464 3.096 -3.470
C 2.234 -0.038 -3.490
H 2.336 -1.084 -3.817
H 3.130 0.161 -2.876
H 2.270 0.605 -4.384
C -2.848 -0.869 3.330
C -0.240 -2.561 3.178
H -3.803 -0.518 2.969
H -2.472 -0.180 4.089
H -2.945 -1.853 3.792
H 0.795 -2.870 2.944
H -0.859 -3.457 3.351
H -0.275 -1.912 4.065
H -3.465 0.576 0.045
H 1.371 -2.117 -0.229
C -1.158 -2.809 -2.215
H -0.357 -2.908 -2.973
H -2.239 -2.948 -2.287
H -0.755 -3.173 -1.194
O -2.669 -0.425 -1.431
H -2.234 -0.960 -2.919
H -3.153 -1.245 -1.203
N 4.309 1.913 3.022
C 3.625 1.198 2.104
O 4.101 0.232 1.506
C 2.215 1.656 1.851
C 1.575 2.739 2.445
C 0.239 3.003 2.158
C -0.445 2.177 1.258
N 0.163 1.151 0.660
C 1.454 0.887 0.928
H 5.236 1.617 3.211
H 3.942 2.684 3.535
H 2.125 3.369 3.134
H -0.315 3.811 2.584
H -1.488 2.327 1.026
H 1.865 0.020 0.379
```



Entry 3:
Here is one molecule with the formula C2H2O4 from OMol25. Energies are from wB97M-V/def2-TZVPD.

Output
maximum force = 0.126 Eh/bohr
2S+1 = 3
E_tot = -10289.2255 eV

```
8
C2H2O4 | OMol25 | wB97M-V/def2-TZVPD
C -1.307 -0.014 -0.190
C 0.176 -0.065 0.146
O -2.423 -0.118 0.167
O -0.444 -0.065 -1.182
O 0.810 -1.239 0.351
O 0.926 1.048 0.118
H 1.484 -1.165 -0.319
H 0.778 1.618 0.909
```



Entry 4:
Here is C72H74Ge2NOPRhS4 as an isolated structure from OMol25. Energies are from wB97M-V/def2-TZVPD.

Output
total charge = +1
maximum force = 0.023 Eh/bohr
2S+1 = 1
E_tot = -248075.5321 eV

```
156
C72H74Ge2NOPRhS4 | OMol25 | wB97M-V/def2-TZVPD
Rh 0.700 0.035 2.107
C 5.008 -0.595 -5.992
C 3.985 0.270 -5.299
C 4.251 0.842 -4.065
C 3.363 1.727 -3.461
C 3.752 2.373 -2.151
C 2.153 2.019 -4.099
C 1.845 1.425 -5.328
C 0.548 1.719 -6.047
C 2.771 0.565 -5.908
C 1.301 3.135 -3.578
C 1.364 4.300 -4.345
C 0.727 5.460 -3.957
C 0.049 5.493 -2.754
C -0.036 4.361 -1.951
C 0.551 3.149 -2.383
Ge 0.230 1.548 -1.299
S 1.404 1.597 0.608
S 0.618 -0.442 -2.229
Ge -1.187 -0.980 -1.026
S -0.442 -1.611 0.984
S -1.920 1.136 -0.857
C -2.403 -2.327 -1.793
C -3.807 -2.170 -1.792
C -4.595 -3.108 -2.458
C -4.035 -4.205 -3.086
C -2.666 -4.382 -3.053
C -1.841 -3.454 -2.423
C -0.374 -3.727 -2.427
C 0.251 -4.290 -1.314
C -0.526 -4.681 -0.075
C 1.622 -4.545 -1.372
C 2.366 -4.283 -2.513
C 3.850 -4.551 -2.564
C 1.704 -3.779 -3.627
C 0.346 -3.507 -3.606
C -0.350 -2.995 -4.839
C -4.578 -1.085 -1.113
C -5.081 -0.007 -1.845
C -4.731 0.221 -3.297
C -5.951 0.886 -1.219
C -6.352 0.716 0.095
C -7.340 1.655 0.737
C -5.835 -0.366 0.806
C -4.952 -1.265 0.227
C -4.453 -2.453 1.015
C -0.673 4.584 -0.614
C -2.061 4.645 -0.452
C -3.020 4.338 -1.578
C -2.577 5.051 0.780
C -1.754 5.410 1.838
C -2.320 5.932 3.137
C -0.377 5.316 1.664
C 0.177 4.922 0.455
C 1.678 4.954 0.282
H 5.806 -0.892 -5.311
H 5.466 -0.051 -6.822
H 4.560 -1.498 -6.410
H 5.196 0.628 -3.573
H 4.836 2.351 -2.024
H 3.315 1.842 -1.301
H 3.422 3.411 -2.096
H -0.219 2.093 -5.370
H 0.167 0.820 -6.530
H 0.695 2.471 -6.828
H 2.547 0.128 -6.878
H 1.948 4.280 -5.258
H 0.793 6.350 -4.572
H -0.407 6.413 -2.408
H -5.670 -2.964 -2.470
H -4.669 -4.927 -3.589
H -2.212 -5.255 -3.510
H -1.566 -4.913 -0.304
H -0.522 -3.877 0.666
H -0.074 -5.562 0.386
H 2.112 -4.983 -0.506
H 4.202 -5.009 -1.639
H 4.405 -3.620 -2.715
H 4.101 -5.218 -3.391
H 2.262 -3.585 -4.537
H 0.380 -2.640 -5.556
H -1.032 -2.177 -4.604
H -0.939 -3.785 -5.314
H -3.968 -0.469 -3.652
H -4.358 1.236 -3.440
H -5.615 0.101 -3.929
H -6.343 1.722 -1.793
H -7.503 2.540 0.120
H -6.997 1.982 1.721
H -8.306 1.165 0.878
H -6.150 -0.525 1.835
H -4.868 -2.450 2.023
H -3.364 -2.455 1.098
H -4.737 -3.391 0.532
H -2.524 3.876 -2.429
H -3.504 5.255 -1.926
H -3.803 3.661 -1.230
H -3.656 5.115 0.897
H -3.380 5.702 3.236
H -2.214 7.019 3.192
H -1.792 5.514 3.998
H 0.285 5.612 2.474
H 2.176 4.961 1.251
H 1.982 5.851 -0.263
H 2.048 4.101 -0.285
C -3.232 1.774 3.700
C -1.997 0.904 3.605
C -2.239 -0.480 4.200
C -0.803 1.622 4.234
C -0.884 1.755 5.761
O 0.369 1.190 6.243
C 1.017 0.700 5.194
N 0.466 0.875 4.050
C 2.357 0.145 5.474
C 2.912 0.435 6.717
C 4.219 0.078 7.009
C 4.984 -0.556 6.046
C 4.427 -0.883 4.816
C 3.106 -0.566 4.523
P 2.384 -1.227 2.986
C 1.597 -2.778 3.502
C 1.331 -3.744 2.526
C 0.686 -4.918 2.875
C 0.282 -5.129 4.189
C 0.532 -4.168 5.157
C 1.189 -2.993 4.817
C 3.758 -1.644 1.913
C 4.232 -0.641 1.066
C 5.370 -0.861 0.306
C 6.027 -2.082 0.386
C 5.542 -3.089 1.213
C 4.406 -2.876 1.980
H -4.062 1.281 3.206
H -3.071 2.728 3.205
H -3.514 1.959 4.745
H -1.763 0.785 2.543
H -2.584 -0.422 5.237
H -1.348 -1.114 4.169
H -3.012 -0.989 3.623
H -0.672 2.595 3.758
H -1.688 1.170 6.196
H -0.956 2.780 6.111
H 2.318 0.965 7.448
H 4.638 0.310 7.979
H 6.019 -0.807 6.244
H 5.034 -1.402 4.088
H 1.620 -3.573 1.496
H 0.488 -5.666 2.118
H -0.226 -6.046 4.459
H 0.219 -4.332 6.180
H 1.387 -2.257 5.586
H 3.702 0.303 0.995
H 5.739 -0.085 -0.352
H 6.920 -2.254 -0.203
H 6.047 -4.045 1.260
H 4.037 -3.657 2.633
```



Entry 5:
Here is a 2-piece molecular cluster, C6H14N2O2 overall from OMol25. Energies are from wB97M-V/def2-TZVPD.

Output
SMILES = CNC(C)=O.CNC(C)=O
maximum force = 0.097 Eh/bohr
2S+1 = 1
E_tot = -13523.5264 eV

```
24
C6H14N2O2 | OMol25 | wB97M-V/def2-TZVPD
C -2.188 0.601 -3.663
N -2.687 -0.700 -3.216
C -1.959 -1.209 -2.203
C -2.453 -2.352 -1.448
O -0.831 -0.805 -1.902
H -3.019 1.133 -4.250
H -1.867 1.348 -2.866
H -1.275 0.536 -4.333
H -3.354 -1.207 -3.761
H -1.671 -2.935 -0.991
H -3.108 -2.170 -0.673
H -2.884 -3.251 -2.073
C 3.267 -0.148 1.276
N 2.569 1.076 1.794
C 1.838 1.133 2.983
C 0.573 2.009 2.907
O 2.048 0.404 3.950
H 4.309 -0.083 1.650
H 2.873 -1.053 1.875
H 3.323 -0.190 0.207
H 2.399 1.770 1.088
H -0.251 1.306 2.819
H 0.517 2.497 3.819
H 0.631 2.669 1.946
```



Entry 6:
Here is C13H19NO4S as an isolated structure from OMol25. Energies are from wB97M-V/def2-TZVPD.

Output
maximum force = 0.356 Eh/bohr
2S+1 = 1
E_tot = -34292.1603 eV

```
38
C13H19NO4S | OMol25 | wB97M-V/def2-TZVPD
C -2.170 -1.335 -0.845
H -2.393 -2.266 -1.410
H -1.714 -0.557 -1.721
H -1.343 -1.592 -0.281
C -3.358 -0.887 -0.313
N -2.929 0.366 0.613
S -2.035 1.497 -0.014
O -2.169 2.833 0.474
O -2.215 1.721 -1.696
C -0.251 0.977 0.112
C 0.026 0.949 1.439
C 1.262 0.388 1.574
C 2.292 -0.071 0.523
C 1.895 0.487 -0.631
C 0.585 0.841 -1.055
H 0.194 1.056 -1.802
H 2.613 0.099 -1.422
C 3.634 -0.420 0.976
H 3.979 -1.112 0.180
H 3.734 -0.655 2.045
C 4.664 0.737 0.529
C 5.618 0.463 -0.265
O 6.911 0.678 -0.271
O 5.125 -0.145 -1.334
H 5.873 -0.230 -2.403
H 4.285 1.657 0.236
H 5.257 0.835 1.525
H 1.705 0.236 2.659
H -0.710 0.865 2.325
H -3.538 0.863 1.206
C -4.490 -0.195 -1.177
H -4.888 -1.198 -1.805
H -4.093 0.473 -1.807
H -5.360 -0.002 -0.602
C -3.944 -1.764 0.888
H -4.691 -1.056 1.483
H -4.242 -2.594 0.224
H -3.121 -1.944 1.847
```



Entry 7:
Here is a 2-piece molecular cluster, C3H11NO2 overall from OMol25. Energies are from wB97M-V/def2-TZVPD.

Output
SMILES = NCCCO.O
maximum force = 0.018 Eh/bohr
2S+1 = 1
E_tot = -8873.9302 eV

```
17
C3H11NO2 | OMol25 | wB97M-V/def2-TZVPD
N 2.788 -0.217 1.087
C 1.364 0.106 1.297
C 0.480 -0.903 0.612
C -0.017 -0.484 -0.771
O -1.210 -1.232 -1.068
H 2.981 -0.317 0.101
H 3.346 0.547 1.439
H 1.152 1.139 1.002
H 1.205 0.111 2.374
H 1.053 -1.831 0.518
H -0.406 -1.164 1.173
H -0.258 0.587 -0.794
H 0.718 -0.651 -1.559
H -1.206 -1.476 -2.003
O -3.805 2.165 -0.895
H -4.463 2.415 -1.551
H -3.724 1.205 -0.962
```



Entry 8:
Here is one molecule with the formula C7H7N from OMol25. Energies are from wB97M-V/def2-TZVPD.

Output
maximum force = 0.147 Eh/bohr
2S+1 = 1
E_tot = -8851.8832 eV

```
15
C7H7N | OMol25 | wB97M-V/def2-TZVPD
C 0.496 -0.897 1.219
C 1.372 -0.177 0.812
C 0.339 1.229 0.463
C -1.003 0.669 0.616
C -1.480 -0.190 -0.349
C -0.615 -0.738 -1.352
C 0.727 -0.254 -1.336
H -0.332 -1.437 1.451
H 1.997 0.639 0.535
H 0.814 1.983 1.104
H -1.467 1.213 1.509
H -2.463 -0.660 -0.220
H -0.932 -1.583 -1.930
H 1.448 -0.659 -1.945
N 1.101 0.860 -0.578
```



Q: What is the formula in the fifth record?
A: C6H14N2O2



Q: The lowest maximum force belongs to which entry?
A: C3H11NO2



Q: Look up the 2S+1 of the eighth one.
A: 1